Below is the ion C6H12N3S with charge +1 at a distorted geometry, with properties calculated with the ωB97M-V functional and the def2-TZVPD basis.

CARTESIAN COORDINATES (ANGSTROEM)
C1 -0.23 -0.22 0.39
N1 0.89 1.06 0.30
H1 -1.61 2.57 -0.42
H2 -3.23 0.08 -1.16
C2 2.12 0.96 0.00
H3 1.44 -2.99 1.23
H4 0.29 1.84 0.45
H5 3.35 -0.96 -0.72
S1 0.27 -1.80 -0.38
C3 3.33 1.39 -0.52
C4 -2.55 -0.35 -0.43
N2 -1.44 1.83 0.12
H6 -0.08 -3.66 0.87
H7 -2.27 -1.39 -0.82
H8 -2.86 -0.50 0.57
H9 -0.87 0.48 -1.38
C5 -1.29 0.49 -0.41
H10 -0.56 -0.16 1.46
C6 3.11 0.05 -0.38
N3 0.46 -2.75 1.05
H11 -2.22 1.74 0.76
H12 3.96 2.28 -0.60

The HOMO energy (alpha / beta) is -8.0 / -13.3 eV. The value obtained for the electronic energy is -797.71262 Eh. The value obtained for the energy above the lowest of the compared OMol25 structures with the same formula, charge and spin is 337.4 kJ/mol. The lowest unoccupied orbital energy (alpha / beta) comes out at -4.00 / -8.47 eV. The expectation value of S² is 2.016. The charge is +1. The largest force on an atom comes out at 0.1051 hartree/bohr. Its spin multiplicity is 3. The calculation puts the orbital gap (alpha / beta) at 4.03 / 4.78 eV.

***

Below is a structure of composition C6H12N4 at a distorted geometry, with properties calculated with the ωB97M-V functional and the def2-TZVPD basis.

CARTESIAN COORDINATES (ANGSTROEM)
H1 1.72 1.44 -1.03
C1 -2.08 1.37 0.48
H2 4.58 0.23 0.43
H3 -2.20 -0.66 -1.59
C2 -2.28 -0.81 -0.53
N1 -0.32 -0.89 -0.43
H4 3.81 1.28 -0.53
H5 -2.63 -1.86 -0.25
H6 -2.60 2.25 0.84
C3 -0.65 1.47 0.16
C4 -2.87 0.35 0.09
H7 -0.23 -1.27 -1.38
H8 2.20 -0.69 1.08
H9 -0.13 -1.78 1.55
C5 0.16 0.44 -0.20
C6 2.51 0.02 0.16
N2 0.13 -1.87 0.55
H10 -0.18 2.44 0.42
H11 -0.17 -2.86 0.40
H12 -4.02 0.30 0.25
N3 3.71 0.41 -0.01
N4 1.53 0.69 -0.45

The HOMO energy is -16.9 eV. The value obtained for the electronic energy is -454.09193 Eh. The value obtained for the energy above the lowest of the compared OMol25 structures with the same formula, charge and spin is 260.0 kJ/mol. The lowest unoccupied orbital energy comes out at -8.13 eV. The charge is +2. The largest force on an atom comes out at 0.0908 hartree/bohr. The calculation puts the orbital gap at 8.81 eV.

***

Below is the ion C6H12N5O2 with charge +1 at a distorted geometry, with properties calculated with the ωB97M-V functional and the def2-TZVPD basis.

CARTESIAN COORDINATES (ANGSTROEM)
C1 2.10 1.79 -0.24
H1 -2.53 1.58 -0.85
H2 -0.56 -3.28 0.16
N1 -1.48 -0.87 -2.40
C2 -1.08 1.00 1.58
H3 1.48 -0.99 0.36
C3 0.61 2.00 0.08
H4 1.90 -2.53 -0.34
H5 2.29 0.80 -0.67
H6 -0.58 0.64 2.48
C4 -0.51 -0.73 -1.44
H7 2.41 2.53 -0.99
C5 0.08 -2.63 0.78
N2 -2.00 0.77 -1.18
H8 -1.44 2.03 1.68
N3 -0.16 0.79 0.42
H9 -1.94 0.33 1.44
C6 1.05 -1.87 -0.14
O1 0.15 3.08 0.07
H10 -0.51 -1.91 1.36
H11 0.70 -3.23 1.46
N4 -2.35 0.06 -2.19
O2 0.50 -1.52 -1.44
H12 2.72 1.88 0.66
N5 -0.85 0.30 -0.67

The HOMO energy is -14.7 eV. The value obtained for the electronic energy is -659.70764 Eh. The value obtained for the energy above the lowest of the compared OMol25 structures with the same formula, charge and spin is 313.9 kJ/mol. The lowest unoccupied orbital energy comes out at -4.17 eV. The charge is +1. The largest force on an atom comes out at 0.0563 hartree/bohr. The SMILES is CCOc1nn[nH][n+]1N(C)C(C)=O. The calculation puts the orbital gap at 10.51 eV.

***

Below is the ion C6H12NO with charge +1 at a distorted geometry, with properties calculated with the ωB97M-V functional and the def2-TZVPD basis.

CARTESIAN COORDINATES (ANGSTROEM)
H1 2.24 -0.54 -0.50
H2 -0.37 1.40 1.48
H3 -0.12 -1.38 2.16
H4 1.08 1.55 0.82
C1 -0.08 -0.44 -1.24
C2 -0.46 0.77 -1.57
H5 2.28 -1.40 1.20
H6 0.05 -1.20 -2.03
O1 -1.91 1.74 0.01
C3 -0.62 1.69 -0.46
C4 0.32 -0.86 0.11
C5 -0.59 -1.38 1.10
H7 -0.49 2.80 -0.65
H8 -2.49 1.89 -0.76
H9 -0.63 1.17 -2.63
N1 0.17 1.20 0.68
H10 2.12 -2.10 -0.19
H11 -1.67 -1.26 1.26
H12 -0.60 -2.51 0.99
C6 1.78 -1.15 0.22

The HOMO energy is -14.5 eV. The value obtained for the electronic energy is -365.46623 Eh. The value obtained for the energy above the lowest of the compared OMol25 structures with the same formula, charge and spin is 218.3 kJ/mol. The lowest unoccupied orbital energy comes out at -4.48 eV. The charge is +1. The largest force on an atom comes out at 0.0996 hartree/bohr. The calculation puts the orbital gap at 10.03 eV.

***

Below is a cluster of 2 separate species, C6H12NO in total, with properties calculated with the ωB97M-V functional and the def2-TZVPD basis.

CARTESIAN COORDINATES (ANGSTROEM)
N1 1.71 0.60 0.04
O1 -0.21 -1.34 0.02
H1 2.99 -0.33 1.32
H2 3.53 1.32 0.62
C1 0.25 1.78 -1.41
C2 1.47 1.61 -0.93
C3 2.80 0.53 0.70
H3 2.31 2.23 -1.21
H4 -1.18 -0.24 2.15
C4 -1.58 -1.09 0.27
C5 -1.93 -0.91 1.72
H5 -2.01 -0.93 -1.77
H6 -2.92 -0.45 1.78
C6 -2.39 -0.89 -0.76
H7 0.93 -0.12 0.14
H8 0.05 -2.05 0.64
H9 -3.41 -0.65 -0.50
H10 -1.93 -1.83 2.29
H11 0.07 2.62 -2.07
H12 -0.63 1.19 -1.18

The HOMO energy is -13.1 eV. The value obtained for the electronic energy is -365.50025 Eh. The value obtained for the energy above the lowest of the compared OMol25 structures with the same formula, charge and spin is 128.9 kJ/mol. The lowest unoccupied orbital energy comes out at -4.88 eV. The charge is +1. The largest force on an atom comes out at 0.0171 hartree/bohr. The calculation puts the orbital gap at 8.20 eV.

***

Below is the ion C6H12NO2 with charge +1 at a distorted geometry, with properties calculated with the ωB97M-V functional and the def2-TZVPD basis.

CARTESIAN COORDINATES (ANGSTROEM)
H1 1.48 -0.35 -2.20
H2 0.84 -0.20 1.52
H3 -1.17 -1.56 0.67
C1 -1.76 1.42 0.62
C2 1.74 -1.20 -0.22
H4 1.99 1.62 0.99
N1 -1.06 0.37 -0.01
H5 1.38 -2.15 0.21
H6 -1.57 2.35 0.11
H7 -1.88 -1.37 -0.94
C3 0.07 0.63 -0.79
O1 0.53 1.73 -0.85
C4 1.66 -0.18 0.83
C5 -1.74 -0.89 0.01
H8 -2.88 1.34 0.69
H9 -1.34 1.49 1.57
H10 2.82 -1.24 -0.57
C6 0.98 -0.60 -1.36
H11 0.14 -1.31 -1.64
O2 2.44 0.82 0.78
H12 -2.67 -0.71 0.54

The HOMO energy is -13.6 eV. The value obtained for the electronic energy is -440.70489 Eh. The value obtained for the energy above the lowest of the compared OMol25 structures with the same formula, charge and spin is 204.9 kJ/mol. The lowest unoccupied orbital energy comes out at -5.96 eV. The charge is +1. The largest force on an atom comes out at 0.1404 hartree/bohr. The calculation puts the orbital gap at 7.63 eV.

***

Q: Which formula does entry 3 have?
A: C6H12N5O2

***

Please write out number 6 again, unchanged.
Below is the ion C6H12NO2 with charge +1 at a distorted geometry, with properties calculated with the ωB97M-V functional and the def2-TZVPD basis.

CARTESIAN COORDINATES (ANGSTROEM)
H1 1.48 -0.35 -2.20
H2 0.84 -0.20 1.52
H3 -1.17 -1.56 0.67
C1 -1.76 1.42 0.62
C2 1.74 -1.20 -0.22
H4 1.99 1.62 0.99
N1 -1.06 0.37 -0.01
H5 1.38 -2.15 0.21
H6 -1.57 2.35 0.11
H7 -1.88 -1.37 -0.94
C3 0.07 0.63 -0.79
O1 0.53 1.73 -0.85
C4 1.66 -0.18 0.83
C5 -1.74 -0.89 0.01
H8 -2.88 1.34 0.69
H9 -1.34 1.49 1.57
H10 2.82 -1.24 -0.57
C6 0.98 -0.60 -1.36
H11 0.14 -1.31 -1.64
O2 2.44 0.82 0.78
H12 -2.67 -0.71 0.54

The HOMO energy is -13.6 eV. The value obtained for the electronic energy is -440.70489 Eh. The value obtained for the energy above the lowest of the compared OMol25 structures with the same formula, charge and spin is 204.9 kJ/mol. The lowest unoccupied orbital energy comes out at -5.96 eV. The charge is +1. The largest force on an atom comes out at 0.1404 hartree/bohr. The calculation puts the orbital gap at 7.63 eV.